# 1
18
Properties=species:S:1:pos:R:3:nbo_charge:R:1 method="wB97M-V/def2-TZVPD" e_homo_ev=-8.44 lumo_energy_ev=0.637 de_lowest_kcal_mol=65.9 spin_multiplicity=1
C 1.457 -1.004 -0.928 -0.60
C 0.203 -0.377 -0.242 -0.09
C -1.136 -1.311 -0.268 -0.60
C 0.465 -0.040 1.169 -0.25
C -0.173 1.005 1.613 -0.04
N -0.870 1.773 0.709 -0.41
Cl -0.601 3.534 0.600 0.06
C -0.296 0.995 -0.744 -0.17
H 1.195 -1.090 -1.923 0.21
H 1.727 -1.879 -0.266 0.22
H 2.303 -0.293 -0.841 0.21
H -1.574 -1.345 -1.237 0.20
H -1.785 -0.825 0.384 0.21
H -1.018 -2.310 -0.066 0.21
H 0.827 -0.852 1.777 0.21
H -0.162 1.308 2.654 0.21
H 0.503 1.617 -1.009 0.19
H -1.065 1.094 -1.382 0.20

=====

# 2
20
Properties=species:S:1:pos:R:3:nbo_charge:R:1 method="wB97M-V/def2-TZVPD" e_homo_ev=-7.91 lumo_energy_ev=0.723 de_lowest_kcal_mol=52.9 spin_multiplicity=1
C -0.461 1.378 -2.135 0.13
C 0.164 0.695 -0.007 -0.20
C -0.259 2.073 0.013 0.02
C -0.400 3.135 1.076 -0.64
C 0.180 -2.372 1.375 -0.72
C 0.646 -3.430 0.360 0.33
N 0.024 0.364 -1.344 -0.53
N -0.563 2.474 -1.296 -0.49
N 1.469 -4.352 0.453 -0.63
Cl -0.021 -3.112 -1.253 -0.14
H -0.480 1.428 -3.156 0.21
H 0.479 3.716 1.308 0.22
H -1.147 3.890 0.692 0.19
H -0.909 2.787 1.980 0.24
H -0.790 -2.601 1.865 0.24
H 0.995 -2.483 2.176 0.23
H 0.170 -1.343 1.053 0.29
H -0.900 3.398 -1.348 0.42
H 1.604 -5.034 -0.288 0.38
H 0.198 -0.613 -1.523 0.44

=====

# 3
97
Properties=species:S:1:pos:R:3:lowdin_charge:R:1 method="wB97M-V/def2-TZVPD" e_homo_ev=-7.76 lumo_energy_ev=0.177 de_lowest_kcal_mol=0.0 spin_multiplicity=1
Na 0.858 -0.872 -1.185 0.19
C 2.373 -5.320 -2.419 -0.08
C 1.719 -4.115 -2.759 -0.20
N 1.488 -3.363 -1.698 0.08
N 2.006 -4.086 -0.662 -0.03
C 2.577 -5.240 -1.076 -0.09
B 1.725 -3.749 0.800 -0.55
N 0.228 -3.458 1.022 -0.05
C -0.366 -3.917 2.143 -0.09
C -1.625 -3.347 2.214 -0.07
C -1.675 -2.535 1.057 -0.20
N -0.539 -2.591 0.381 0.06
N 2.448 -2.478 1.288 -0.03
C 2.811 -2.256 2.557 -0.11
C 3.226 -0.964 2.679 -0.09
C 3.017 -0.420 1.415 -0.16
N 2.510 -1.344 0.568 0.05
H 2.597 -6.146 -3.089 0.09
H 1.454 -3.833 -3.761 0.08
H 3.034 -5.850 -0.328 0.11
H 2.075 -4.674 1.489 0.12
H 0.166 -4.602 2.811 0.12
H -2.326 -3.536 3.018 0.09
H -2.489 -1.878 0.728 0.08
H 2.875 -3.036 3.298 0.12
H 3.597 -0.455 3.557 0.10
H 3.115 0.634 1.125 0.10
Cl -1.203 -2.370 -4.125 0.53
C -1.855 -3.285 -2.788 -1.06
Cl -3.410 -2.662 -2.296 0.53
H -1.195 -3.273 -1.933 -0.02
H -1.962 -4.332 -3.124 0.04
C -2.609 1.784 -4.948 -0.04
N -1.589 2.211 -3.970 -0.18
C -1.608 3.641 -3.609 -0.04
C -1.147 1.415 -2.997 -0.27
N -0.620 0.796 -2.164 0.20
H -2.454 2.230 -5.922 0.08
H -3.631 1.992 -4.598 0.09
H -2.544 0.694 -5.092 0.09
H -1.412 4.216 -4.496 0.08
H -0.820 3.791 -2.871 0.09
H -2.582 3.903 -3.142 0.09
C -3.948 1.145 0.412 -0.16
C -3.182 2.311 0.974 -0.70
C -4.072 3.090 1.938 -0.10
C -2.740 3.212 -0.202 -0.15
Sb -1.262 1.410 1.644 1.61
C -0.038 3.174 2.122 -0.72
C 1.082 2.705 3.038 -0.13
C -0.705 4.406 2.680 -0.11
C 0.568 3.572 0.776 -0.16
C -1.676 0.733 3.692 -0.73
C -2.046 1.815 4.678 -0.11
C -2.861 -0.241 3.560 -0.13
C -0.472 -0.064 4.101 -0.14
H -4.817 1.517 -0.093 0.07
H -4.301 0.481 1.209 0.07
H -3.369 0.565 -0.332 0.07
H -5.006 3.370 1.411 0.09
H -3.574 3.998 2.273 0.06
H -4.364 2.512 2.819 0.06
H -3.521 3.624 -0.816 0.07
H -2.064 2.690 -0.882 0.03
H -2.175 4.053 0.202 0.05
H 0.796 2.675 4.085 0.07
H 1.916 3.422 2.999 0.09
H 1.415 1.703 2.673 0.06
H -1.143 4.242 3.655 0.06
H -1.481 4.802 2.024 0.06
H 0.041 5.186 2.809 0.08
H 0.942 2.708 0.170 0.07
H 1.409 4.239 0.873 0.07
H -0.175 4.067 0.094 0.07
H -2.832 2.493 4.314 0.06
H -1.248 2.485 4.952 0.05
H -2.428 1.385 5.626 0.09
H -3.788 0.326 3.537 0.06
H -2.890 -0.844 4.488 0.09
H -2.735 -0.919 2.720 0.03
H 0.354 0.567 4.272 0.03
H -0.206 -0.748 3.281 0.07
H -0.709 -0.587 5.056 0.10
C 4.870 0.479 -3.802 -0.18
P 3.824 -0.893 -3.399 0.49
C 4.718 -1.805 -2.161 -0.16
C 3.871 -1.895 -4.851 -0.17
O 2.442 -0.451 -3.038 -0.37
H 5.784 0.166 -4.238 0.04
H 4.987 1.066 -2.913 0.05
H 4.319 1.064 -4.545 0.06
H 5.741 -2.038 -2.490 0.07
H 4.173 -2.754 -2.052 0.04
H 4.635 -1.292 -1.213 0.04
H 4.942 -2.038 -5.039 0.06
H 3.351 -1.376 -5.649 0.06
H 3.407 -2.832 -4.545 0.03

=====

# 4
8
Properties=species:S:1:pos:R:3:nbo_charge:R:1 method="wB97M-V/def2-TZVPD" e_homo_ev="-5.31 / -9.33" lumo_energy_ev="0.874 / -3.179" de_lowest_kcal_mol=84.6 spin_multiplicity=3
C -0.338 -0.660 -0.414 0.22
C 0.973 0.690 0.425 -0.66
N -1.081 -1.017 0.506 -0.61
I 3.007 -0.100 -0.031 0.16
H -0.213 -0.823 -1.426 0.18
H 0.455 0.574 1.337 0.19
H 0.914 1.598 0.058 0.15
H -1.683 -1.790 0.209 0.36